Density functional theory data (ωB97M-V/def2-TZVPD) for a molecular structure, C6H8OS at a distorted geometry.

As for the molar mass: 128.20 g mol⁻¹. As for the LUMO energy: -0.008 eV. Its charge is 0. Its frontier orbital gap is 8.16 eV. Its energy above the lowest of the compared OMol25 structures with the same formula, charge and spin is 701.65 kJ/mol.

Geometry (Å):
C  1.48878  -0.43974  0.29739
C  0.24723  -1.38319  0.33097
C  -0.87703  -0.25627  0.07607
C  -0.21772  0.96776  0.36533
C  0.26568  2.22440  0.08197
C  0.98915  0.85979  -0.39345
H  3.04509  0.01191  -0.88157
H  1.85761  0.00366  1.31602
H  0.72593  -2.09964  -0.57810
H  0.02228  -2.15037  1.25262
H  -0.26904  0.76273  1.54684
H  0.71929  2.73419  0.88523
H  -0.01035  2.87800  -0.73126
H  0.78178  1.02537  -1.49617
O  2.64519  -0.99618  -0.31651
S  -2.46316  -0.43956  -0.20820

Quick look at the natural (NBO) charges, all values in e: number 1, C, carries 0.0983; number 2, C, carries -0.5230; number 3, C, carries -0.0326; number 4, C, carries -0.3622; number 5, C, carries -0.2900; number 6, C, carries -0.3342; number 7, H, carries 0.4782; number 8, H, carries 0.1738; number 9, H, carries 0.2777; number 10, H, carries 0.2648; number 11, H, carries 0.2418; number 12, H, carries 0.2275; number 13, H, carries 0.2311; number 14, H, carries 0.2276; number 15, O, carries -0.7119; number 16, S, carries 0.0329